# 1
ORCA calculation (the ωB97M-V functional and the def2-TZVPD basis) on a cluster of 3 separate species, C6H18O2 in total.

HOMO-LUMO gap in eV: 11.82
Energy relative to the best compared isomer or geometry (same formula, charge and spin) in eV: 0.245
Structure (SMILES): CCCCCC.O.O
Net charge: 0
Molecular weight in g/mol: 122.21

Atoms and positions in Å:
C: -1.293 -0.414 1.213
C: -0.849 -0.301 -0.249
C: -1.607 0.790 -0.995
C: -1.257 2.290 -0.663
C: 0.216 2.495 -0.304
C: 1.146 2.373 -1.517
H: -0.816 -1.232 1.755
H: -1.091 0.533 1.704
H: -2.366 -0.623 1.249
H: 0.221 -0.091 -0.232
H: -1.001 -1.210 -0.836
H: -1.367 0.719 -2.055
H: -2.677 0.641 -0.839
H: -1.928 2.696 0.083
H: -1.460 2.804 -1.604
H: 0.364 3.446 0.134
H: 0.474 1.726 0.408
H: 0.700 1.861 -2.367
H: 2.090 1.902 -1.246
H: 1.338 3.337 -1.963
H: 0.540 -3.007 0.082
H: -0.482 -3.142 1.141
O: 0.234 -3.647 0.739
H: 4.306 -4.461 1.748
H: 2.827 -4.732 2.155
O: 3.738 -4.754 2.460

# 2
ORCA calculation (the ωB97M-V functional and the def2-TZVPD basis) on an isolated molecule of C21H24N4O2.

HOMO-LUMO gap in eV: 7.90
Energy relative to the best compared isomer or geometry (same formula, charge and spin) in eV: 21.965
Structure (SMILES): CCCc1ccc2oc(C(=O)N3CCN(c4cnccn4)CC3)c(C)c2c1
Net charge: 0
Molecular weight in g/mol: 364.45

Atoms and positions in Å:
C: 7.240 0.356 0.456
C: 5.935 -0.232 0.421
H: 5.552 -0.061 1.416
H: 5.864 -1.313 0.129
C: 4.855 0.335 -0.679
C: 3.396 -0.169 -0.407
C: 2.417 0.308 0.572
C: 1.232 -0.149 0.350
C: 0.919 -1.262 -0.428
C: 1.951 -1.866 -1.210
C: 3.085 -1.002 -1.227
H: 3.796 -1.490 -2.016
H: 1.705 -2.860 -1.926
O: -0.274 -1.621 -0.090
C: -0.853 -0.884 0.681
C: -0.011 0.049 1.347
C: -0.079 1.002 2.272
H: 0.489 0.921 3.162
H: -1.041 1.314 2.493
H: 0.141 2.169 1.905
C: -2.285 -0.991 1.158
O: -2.706 -0.388 2.465
N: -3.147 -1.558 0.541
C: -3.091 -1.901 -0.757
H: -3.307 -2.826 -1.350
H: -1.923 -1.773 -1.272
C: -3.970 -1.182 -1.696
N: -4.206 0.330 -0.905
C: -3.289 1.026 -0.646
N: -2.113 0.819 -1.473
C: -1.147 1.848 -1.546
C: -1.237 2.816 -0.793
N: -2.237 3.111 0.121
C: -3.278 2.081 0.040
H: -4.140 2.377 0.689
H: -0.362 3.766 -0.574
H: -0.287 1.537 -2.313
C: -5.055 -0.163 0.544
H: -5.007 0.647 1.043
C: -4.645 -1.387 0.970
H: -5.007 -2.449 0.653
H: -4.726 -1.423 2.201
H: -6.194 -0.329 -0.010
H: -3.573 -0.814 -2.601
H: -5.046 -1.412 -1.976
H: 2.886 1.230 1.007
H: 5.300 0.331 -1.502
H: 4.926 1.421 -0.211
H: 7.209 1.499 0.550
H: 7.716 -0.111 1.103
H: 7.624 0.324 -0.682

# 3
ORCA calculation (the ωB97M-V functional and the def2-TZVPD basis) on a cluster of 3 separate species, C11H21F6O6P in total.

HOMO-LUMO gap in eV: 9.72
Structure (SMILES): C[C@@H](O)C[PH3]O.CCOC(=O)C(F)(F)F.CCOC(=O)C(F)(F)F
Net charge: 0
Molecular weight in g/mol: 394.24

Atoms and positions in Å:
C: -0.446 1.845 -0.464
C: -1.498 1.233 -1.384
O: -0.893 0.500 -2.454
C: -2.535 0.401 -0.634
P: -4.202 1.252 -0.525
O: -5.775 1.945 -0.365
H: -0.151 1.151 0.327
H: 0.451 2.105 -1.027
H: -0.811 2.754 0.016
H: -2.009 2.051 -1.910
H: -0.244 -0.096 -2.069
H: -2.224 0.148 0.384
H: -2.684 -0.548 -1.158
H: -3.605 2.414 0.013
H: -4.341 1.196 -1.929
H: -4.715 0.255 0.329
H: -5.913 2.741 -0.885
C: 6.518 2.289 -1.123
C: 5.535 2.771 -2.163
O: 4.798 1.652 -2.733
C: 3.774 1.219 -2.028
O: 3.381 1.626 -0.975
C: 3.083 0.046 -2.769
F: 3.968 -0.867 -3.176
F: 2.424 0.498 -3.836
F: 2.214 -0.563 -1.959
H: 7.204 1.559 -1.550
H: 7.102 3.138 -0.766
H: 5.999 1.850 -0.273
H: 6.027 3.216 -3.023
H: 4.812 3.470 -1.745
C: -1.223 -4.876 2.084
C: -2.354 -4.414 2.970
O: -1.983 -3.203 3.690
C: -2.097 -2.078 3.016
O: -2.473 -1.930 1.892
C: -1.693 -0.877 3.909
F: -0.534 -1.095 4.534
F: -2.633 -0.665 4.839
F: -1.573 0.224 3.176
H: -0.318 -5.042 2.669
H: -1.503 -5.820 1.613
H: -1.023 -4.150 1.299
H: -2.577 -5.123 3.763
H: -3.256 -4.201 2.398

# 4
ORCA calculation (the ωB97M-V functional and the def2-TZVPD basis) on an isolated molecule of C18H23ClN4O2S.

HOMO-LUMO gap in eV: 8.69
Energy relative to the best compared isomer or geometry (same formula, charge and spin) in eV: 1.635
Structure (SMILES): CN1CCN([C@@H](CNS(=O)(=O)c2ccc(Cl)cc2)c2cccnc2)CC1
Net charge: 0
Molecular weight in g/mol: 394.93

Atoms and positions in Å:
C: -3.955 -2.533 -0.712
N: -3.621 -1.130 -0.608
C: -3.025 -0.815 0.677
C: -2.780 0.696 0.778
N: -1.980 1.236 -0.299
C: -2.504 0.805 -1.576
C: -2.732 -0.707 -1.675
H: -3.207 -0.937 -2.632
H: -1.769 -1.246 -1.628
H: -1.838 1.140 -2.372
H: -3.474 1.298 -1.702
C: -0.535 1.301 -0.132
C: 0.104 0.066 0.462
C: 0.256 -0.145 1.828
C: 0.802 -1.338 2.274
C: 1.183 -2.284 1.337
N: 1.067 -2.090 0.034
C: 0.550 -0.950 -0.382
H: 0.491 -0.835 -1.457
H: 1.603 -3.236 1.632
H: 0.925 -1.529 3.329
H: -0.043 0.608 2.540
C: -0.216 2.575 0.675
N: 1.192 2.639 1.015
S: 2.288 2.784 -0.253
O: 3.313 3.676 0.205
O: 1.610 3.077 -1.483
C: 2.987 1.142 -0.347
C: 3.094 0.508 -1.569
C: 3.662 -0.753 -1.639
C: 4.113 -1.354 -0.473
C: 4.019 -0.709 0.754
C: 3.454 0.552 0.811
H: 3.366 1.083 1.745
H: 4.383 -1.193 1.647
Cl: 4.800 -2.926 -0.543
H: 3.748 -1.269 -2.581
H: 2.726 1.010 -2.450
H: 1.400 3.361 1.689
H: -0.525 3.432 0.065
H: -0.793 2.591 1.601
H: -0.104 1.449 -1.127
H: -2.316 0.928 1.737
H: -3.753 1.197 0.733
H: -3.721 -1.116 1.464
H: -2.079 -1.368 0.826
H: -4.433 -2.713 -1.673
H: -4.656 -2.791 0.081
H: -3.072 -3.187 -0.629

| no. | E_HOMO (eV) | energy (a.u.) | LUMO energy (eV) |
| --- | --- | --- | --- |
| 1 | -11.143 | -389.86266 | 0.68 |
| 2 | -7.858 | -1183.40922 | 0.04 |
| 3 | -9.026 | -1823.70883 | 0.70 |
| 4 | -8.243 | -1927.56420 | 0.44 |